[1]
C4H5FO2 in the gas phase in a non-equilibrium geometry. Source: the Open Molecules 2025 dataset; level of theory: the ωB97M-V functional and the def2-TZVPD basis.

Computed properties:
**Frontier orbital gap**: 9.288 eV
**HOMO level**: -9.60 eV
**Relative energy (zero: lowest compared OMol25 entry of this formula, charge and spin)**: 53.2 kcal per mole
**LUMO level**: -0.316 eV

Cartesian coordinates (Å):
C (-1.797813, -0.079597, -0.777158)
C (-0.386715, -0.570168, -0.321474)
O (-0.164522, -1.678729, 0.016160)
C (0.580046, 0.558316, 0.126453)
O (0.405404, 1.702781, -0.018935)
C (1.739727, 0.090712, 0.882495)
F (2.351323, 1.171941, 1.248155)
H (-2.125641, -0.984931, -1.616898)
H (-2.629764, -0.041392, 0.136590)
H (-1.675467, 0.926528, -1.408739)
H (1.414962, -0.620352, 1.626068)
H (2.288460, -0.475110, 0.107284)

Forces on the atoms, in the same order (eV/Å):
-1.05 -1.16 -2.41
-2.67 2.93 0.67
0.75 -2.04 0.03
-0.58 -2.66 -0.25
-1.31 2.96 -1.00
-0.76 -2.49 -2.04
2.44 2.00 1.92
0.55 2.67 2.56
2.46 0.01 -2.54
-0.60 -2.12 1.78
0.32 0.00 0.81
0.45 -0.09 0.46

Atomic partial charges in e from the natural (NBO) method, atoms 1 to 5: -0.757, 0.492, -0.497, 0.441, -0.466

***

[2]
A molecular structure, C4H5FeO2 in a non-equilibrium geometry. Source: the Open Molecules 2025 dataset; level of theory: the ωB97M-V functional and the def2-TZVPD basis.

Computed properties:
**Frontier orbital gap (spin up / spin down)**: 8.428 / 6.596 eV
**HOMO level (spin up / spin down)**: -11.74 / -14.60 eV
**Net charge**: +1
**Multiplicity**: 7
**Relative energy (zero: lowest compared OMol25 entry of this formula, charge and spin)**: 0.0 kcal per mole
**LUMO level (spin up / spin down)**: -3.315 / -8.008 eV

Cartesian coordinates (Å):
H (2.988419, -1.244074, 0.258236)
O (2.037088, -1.369554, 0.309126)
C (1.393341, -0.265433, -0.293404)
C (-0.069911, -0.408275, -0.203115)
C (-1.145905, -1.017638, 0.179831)
H (1.674384, -0.170012, -1.357452)
H (1.673889, 0.682078, 0.200514)
H (-1.632350, -1.907745, 0.566477)
C (-1.370131, 0.530162, -0.172841)
O (-1.387475, 1.503574, 0.764164)
Fe (-2.434782, 2.926894, 0.947376)
H (-1.726564, 0.740020, -1.198916)

Forces on the atoms, in the same order (eV/Å):
0.13 0.07 -0.05
-0.95 0.12 -0.05
1.16 0.67 -0.41
-2.04 -2.20 1.64
2.75 1.38 -0.56
-0.17 0.01 0.23
-0.17 -0.19 -0.14
-0.43 0.44 -0.16
0.41 1.36 0.28
1.62 -4.80 -2.12
-1.96 2.91 0.49
-0.35 0.22 0.86

Atomic partial charges in e from the natural (NBO) method, atoms 1 to 5: 0.497, -0.683, -0.126, 0.123, -0.109

***

[3]
A molecular structure, C4H5HgO2 in a non-equilibrium geometry. Source: the Open Molecules 2025 dataset; level of theory: the ωB97M-V functional and the def2-TZVPD basis.

Computed properties:
**Frontier orbital gap (spin up / spin down)**: 6.397 / 6.218 eV
**HOMO level (spin up / spin down)**: -7.40 / -7.42 eV
**Multiplicity**: 2
**Relative energy (zero: lowest compared OMol25 entry of this formula, charge and spin)**: 67.5 kcal per mole
**LUMO level (spin up / spin down)**: -0.999 / -1.204 eV

Cartesian coordinates (Å):
O (0.314400, 0.042290, -1.546299)
C (2.298730, -0.744995, -1.459863)
C (1.449301, 0.168167, -0.880193)
H (2.939952, -0.453264, -2.292677)
H (-0.449391, 0.235036, 2.162763)
H (1.837560, 1.206392, -0.865436)
H (2.168031, -1.807653, -1.234260)
C (-1.607702, 0.176474, 2.553678)
C (-2.486743, 0.237743, 1.594326)
O (-2.772532, 0.255324, 0.442842)
Hg (-1.902923, 0.069547, -2.008061)
H (-1.788685, 0.614939, 3.533179)

Forces on the atoms, in the same order (eV/Å):
2.99 0.08 3.78
1.81 -2.88 0.70
-2.13 2.35 -5.67
0.41 0.13 0.80
-3.26 -0.38 0.87
-0.65 -0.05 1.48
-0.22 0.31 -0.66
2.68 1.06 1.06
1.90 0.10 -3.97
-1.58 -0.14 2.98
-1.91 -0.01 -1.22
-0.03 -0.58 -0.16

Atomic partial charges in e from the natural (NBO) method, atoms 1 to 5: -0.572, -0.325, 0.242, 0.219, 0.274

***

[4]
A molecular structure, C4H5HgO3 in a non-equilibrium geometry. Source: the Open Molecules 2025 dataset; level of theory: the ωB97M-V functional and the def2-TZVPD basis.

Computed properties:
**Frontier orbital gap (spin up / spin down)**: 8.222 / 5.188 eV
**HOMO level (spin up / spin down)**: -7.63 / -7.46 eV
**Multiplicity**: 2
**Relative energy (zero: lowest compared OMol25 entry of this formula, charge and spin)**: 11.3 kcal per mole
**LUMO level (spin up / spin down)**: 0.590 / -2.275 eV

Cartesian coordinates (Å):
O (0.223527, -0.117569, 0.922980)
C (0.487594, -0.987054, -0.064314)
O (1.612221, -1.520881, 0.029751)
Hg (1.344202, -2.670870, -1.972468)
O (-0.759636, -3.807503, -1.163861)
C (-1.565946, -3.631919, -0.363012)
C (-0.589631, 1.013129, 0.603715)
H (-1.260167, 0.749588, -0.226767)
H (-1.204055, 1.216609, 1.490996)
C (0.268761, 2.209776, 0.252964)
H (0.956802, 2.450744, 1.075295)
H (0.856685, 2.011548, -0.654250)
H (-0.370357, 3.084402, 0.068969)

Forces on the atoms, in the same order (eV/Å):
-0.40 -0.38 -0.83
4.73 0.20 3.04
-3.80 1.50 0.29
1.33 -0.91 -2.86
-3.06 -0.28 2.33
1.89 -0.35 -1.85
-1.09 0.45 -0.12
0.14 0.07 0.23
0.21 -0.14 -0.22
0.23 0.08 -0.04
-0.19 -0.08 -0.24
-0.13 0.09 0.24
0.14 -0.25 0.04

Atomic partial charges in e from the natural (NBO) method, atoms 1 to 5: -0.499, 0.646, -0.526, 0.059, -0.537

***

[5]
A molecular structure, C4H5HgO5 in a non-equilibrium geometry. Source: the Open Molecules 2025 dataset; level of theory: the ωB97M-V functional and the def2-TZVPD basis.

Computed properties:
**Frontier orbital gap (spin up / spin down)**: 8.661 / 8.559 eV
**HOMO level (spin up / spin down)**: -12.78 / -15.80 eV
**Net charge**: +1
**Multiplicity**: 3
**Relative energy (zero: lowest compared OMol25 entry of this formula, charge and spin)**: 23.7 kcal per mole
**LUMO level (spin up / spin down)**: -4.115 / -7.242 eV

Cartesian coordinates (Å):
O (-0.693694, -1.034387, 0.512853)
C (-1.548107, 0.029201, 0.429663)
O (-1.872799, 0.620574, 1.439135)
O (-1.437276, 0.644623, -0.716664)
Hg (-0.866076, 1.125516, 3.287884)
C (-0.304523, 0.466704, -1.630357)
C (0.985413, 0.917284, -1.038218)
H (-0.286819, -0.592767, -1.908436)
H (-0.593760, 1.074287, -2.495824)
H (1.089787, 1.989887, -0.865997)
H (1.893437, 0.429617, -1.396764)
O (0.912971, 0.126140, 1.529003)
C (0.508029, -1.003849, 1.203091)
O (1.317811, -1.961142, 0.812574)
H (0.895606, -2.831688, 0.838057)

Forces on the atoms, in the same order (eV/Å):
-1.15 -2.65 0.23
5.01 2.34 -0.01
-2.56 -0.73 -0.71
-1.89 -0.01 0.48
0.62 0.32 0.95
0.37 -1.07 -0.15
0.03 0.71 -1.15
0.06 0.30 -0.14
-0.03 -0.13 0.21
-0.06 -0.32 0.36
-0.30 -0.10 0.32
-0.81 -3.02 1.26
1.29 4.95 -2.85
-0.49 -0.39 1.50
-0.07 -0.21 -0.32

Atomic partial charges in e from the natural (NBO) method, atoms 1 to 5: -0.556, 1.076, -0.709, -0.454, 0.939

***

[6]
2 unconnected molecules or ions with the total composition C4H5I. Source: the Open Molecules 2025 dataset; level of theory: the ωB97M-V functional and the def2-TZVPD basis.

Computed properties:
**Frontier orbital gap**: 9.977 eV
**HOMO level**: -9.62 eV
**Relative energy (zero: lowest compared OMol25 entry of this formula, charge and spin)**: 40.6 kcal per mole
**LUMO level**: 0.359 eV

Cartesian coordinates (Å):
C (-1.537023, 1.933627, 0.094609)
C (-2.393001, 1.097521, 0.060061)
I (-3.789599, -0.355162, -0.023014)
H (-0.806911, 2.686891, 0.122010)
C (1.305467, -1.473753, 0.249755)
C (1.540138, -0.313379, -0.325586)
H (1.057498, -1.563300, 1.294065)
H (1.353845, -2.390803, -0.312160)
H (1.486660, 0.619556, 0.212516)
H (1.782924, -0.241196, -1.372260)

Forces on the atoms, in the same order (eV/Å):
-0.37 -0.26 -0.01
-0.49 -0.60 -0.05
0.45 0.47 0.04
0.42 0.40 0.02
-0.01 -0.18 0.05
-0.01 0.26 -0.08
-0.06 0.05 0.20
0.01 -0.21 -0.11
0.00 0.10 0.16
0.06 -0.02 -0.22

Atomic partial charges in e from the natural (NBO) method, atoms 1 to 5: -0.256, -0.270, 0.288, 0.238, -0.382

***

| no. | E_tot (eV) |
| --- | --- |
| 1 | -11039.1803 |
| 2 | -42697.1994 |
| 3 | -12491.9755 |
| 4 | -14542.4876 |
| 5 | -18630.0882 |
| 6 | -12326.3103 |